Entry 1:
C23H42Cl2GaN2O3P as an isolated structure in a non-equilibrium geometry. Source: OMol25; level of theory: the ωB97M-V functional and the def2-TZVPD basis.

Summary:
E_HOMO (alpha / beta) = -6.81 / -6.38 eV
Frontier orbital gap (alpha / beta) = 0.267 / 0.243 Ha
Net charge = 0

```
74
C23H42Cl2GaN2O3P (the ωB97M-V functional and the def2-TZVPD basis)
O 2.72 1.40 -1.64
C 1.89 1.83 -2.44
C 1.09 3.09 -2.36
C 0.63 3.70 -1.16
H 0.36 3.10 -0.28
C 0.52 5.10 -1.15
H 0.26 5.63 -0.23
C 0.73 5.85 -2.31
H 0.70 6.94 -2.31
C 1.07 5.21 -3.51
H 1.26 5.75 -4.43
C 1.17 3.83 -3.54
H 1.39 3.27 -4.46
H 1.49 1.25 -3.35
C -0.17 -0.19 -4.02
C -0.91 0.38 -2.83
H -0.05 0.52 -4.88
H -0.86 -1.01 -4.33
H 0.80 -0.70 -3.92
C -1.60 1.56 -2.98
C -2.76 1.46 -3.91
H -1.45 2.53 -2.49
H -2.62 2.20 -4.69
H -3.67 1.61 -3.31
H -2.75 0.44 -4.35
Ga -1.71 -0.53 -1.36
Cl -1.49 1.02 0.23
Cl -3.47 -1.75 -1.75
C -2.83 -1.40 1.78
O -1.61 -1.68 1.81
N -3.85 -2.22 2.14
C -3.57 -3.54 2.66
C -5.19 -1.68 2.33
H -3.25 -0.43 1.42
H -2.53 -3.80 2.47
H -4.24 -4.24 2.17
H -3.77 -3.56 3.74
H -5.22 -0.65 1.93
H -5.46 -1.65 3.40
H -5.94 -2.29 1.80
H 1.10 -4.82 -0.77
H 3.46 -3.69 -0.86
C 0.87 -4.14 -1.61
C 3.05 -3.00 -1.59
N 1.61 -2.89 -1.44
H -0.20 -3.91 -1.63
C 0.98 -1.75 -1.21
O -0.29 -1.77 -1.05
H 3.54 -2.04 -1.46
H 1.58 -0.82 -1.12
H 1.19 -4.60 -2.55
H 3.31 -3.39 -2.57
C 1.55 -2.67 2.46
C 1.16 -1.41 3.23
P 0.82 0.01 2.07
C 0.14 1.30 3.25
C 0.46 1.24 4.74
C 2.57 0.63 1.72
C 3.42 1.05 2.90
H 0.75 -2.94 1.77
H 1.68 -3.50 3.17
H 2.48 -2.54 1.90
H 0.23 -1.59 3.79
H 1.93 -1.12 3.96
H 0.45 2.27 2.81
H -0.95 1.22 3.09
H 1.51 1.46 4.95
H -0.16 2.00 5.23
H 0.20 0.27 5.18
H 3.04 -0.19 1.16
H 2.41 1.46 1.01
H 3.49 0.29 3.70
H 4.43 1.21 2.52
H 3.09 2.00 3.35
```

=====

Entry 2:
One molecule with the formula C20H23N3O2S in a non-equilibrium geometry. Source: OMol25; level of theory: the ωB97M-V functional and the def2-TZVPD basis.

Summary:
E_HOMO = -8.09 eV
Energy relative to the best compared isomer or geometry (same formula, charge and spin) = 111.65 kcal per mole
SMILES = CCCS(=O)(=O)N1C[C@@H](Nc2cccc(C#N)c2)[C@H](c2ccccc2)C1
Frontier orbital gap = 0.310 Ha
Net charge = 0

```
49
C20H23N3O2S (the ωB97M-V functional and the def2-TZVPD basis)
C -2.66 -6.16 -0.06
C -2.53 -4.73 0.84
C -2.33 -3.58 -0.12
S -1.32 -2.31 0.77
O 0.12 -2.41 0.35
O -1.41 -2.43 2.24
N -1.92 -0.87 0.17
C -1.61 0.24 0.98
C -0.32 0.91 0.42
N 0.81 0.58 1.31
C 1.81 1.42 1.71
C 2.14 2.63 1.07
C 3.09 3.50 1.66
C 3.74 3.13 2.84
C 3.61 1.84 3.40
C 4.35 1.42 4.52
N 4.89 1.12 5.50
C 2.53 1.07 2.79
C -0.25 0.40 -1.04
C -0.07 1.51 -2.12
C 1.21 1.92 -2.56
C 1.33 2.80 -3.61
C 0.35 3.31 -4.40
C -0.90 2.99 -3.84
C -1.18 2.11 -2.81
C -1.51 -0.48 -1.17
H -2.58 -6.98 0.58
H -3.52 -6.22 -0.62
H -1.88 -6.23 -0.90
H -1.64 -4.89 1.45
H -3.39 -4.53 1.59
H -3.39 -3.19 -0.19
H -1.91 -3.77 -1.09
H -2.45 0.91 1.11
H -1.50 -0.08 2.02
H -0.43 2.01 0.49
H 0.93 -0.42 1.47
H 1.71 2.90 0.14
H 3.23 4.49 1.35
H 4.34 3.88 3.38
H 2.47 0.08 3.23
H 0.65 -0.27 -1.06
H 2.08 1.51 -2.07
H 2.32 2.98 -4.00
H 0.56 3.81 -5.38
H -1.68 3.55 -4.38
H -2.14 1.76 -2.41
H -1.33 -1.24 -1.95
H -2.42 -0.02 -1.59
```

=====

Entry 3:
C25H43BClKN4O3S2Si3 as an isolated structure in a non-equilibrium geometry. Source: OMol25; level of theory: the ωB97M-V functional and the def2-TZVPD basis.

Summary:
E_HOMO = -1.99 eV
Energy relative to the best compared isomer or geometry (same formula, charge and spin) = 9.81 kcal per mole
Frontier orbital gap = 0.213 Ha
Net charge = -2

```
83
C25H43BClKN4O3S2Si3 (the ωB97M-V functional and the def2-TZVPD basis)
K 0.10 -0.75 -1.21
C 3.64 -0.21 -1.06
O 2.49 -0.11 -0.25
Si 2.38 -0.81 1.29
C 4.02 -0.38 2.15
C 2.50 -2.67 1.02
C 0.88 -0.23 2.04
Si -0.01 -1.37 3.12
C 0.96 -1.92 4.67
C -0.55 -3.01 2.34
C -1.61 -0.64 3.83
Si 0.76 1.54 2.39
C 1.90 2.62 1.34
C 1.21 1.99 4.19
C -0.96 2.29 2.13
H 4.52 0.22 -0.56
H 3.46 0.34 -1.98
H 3.86 -1.25 -1.32
H 4.88 -0.87 1.68
H 3.97 -0.70 3.19
H 4.20 0.70 2.15
H 3.44 -2.93 0.54
H 1.68 -3.03 0.40
H 2.45 -3.21 1.97
H 1.89 -2.42 4.38
H 0.38 -2.61 5.28
H 1.23 -1.06 5.28
H 0.24 -3.76 2.40
H -0.83 -2.91 1.29
H -1.42 -3.41 2.88
H -1.43 0.29 4.38
H -2.07 -1.36 4.52
H -2.32 -0.42 3.03
H 2.95 2.36 1.47
H 1.77 3.67 1.61
H 1.66 2.50 0.28
H 2.26 1.76 4.38
H 0.62 1.41 4.90
H 1.05 3.06 4.40
H -1.39 1.93 1.19
H -0.90 3.38 2.06
H -1.65 2.03 2.94
C 1.53 4.45 -2.83
N 0.22 4.32 -3.41
C -0.29 5.06 -4.46
C -1.54 4.59 -4.67
N -1.80 3.58 -3.78
B -3.17 2.78 -3.75
N -3.78 2.95 -2.32
C -3.56 4.04 -1.51
C -4.05 3.78 -0.28
N -4.59 2.51 -0.34
C -5.14 1.78 0.78
C -4.42 2.00 -1.60
S -4.99 0.49 -2.12
C -0.71 3.40 -3.00
S -0.43 2.34 -1.72
H 1.99 5.36 -3.21
H 2.16 3.59 -3.08
H 1.45 4.49 -1.74
H 0.27 5.83 -4.95
H -2.28 4.89 -5.39
H -3.87 3.33 -4.59
H -2.98 1.62 -3.98
H -3.04 4.92 -1.86
H -4.04 4.35 0.63
H -5.88 2.40 1.30
H -4.35 1.51 1.48
H -5.60 0.88 0.39
Cl 1.25 -9.38 -2.36
C 1.01 -7.64 -2.28
C 0.43 -7.09 -1.15
C 0.23 -5.72 -1.10
C 0.62 -4.91 -2.16
C 1.21 -5.49 -3.28
C 1.40 -6.86 -3.35
C 0.43 -3.40 -2.08
O 1.10 -2.70 -2.87
O -0.36 -2.99 -1.20
H 0.14 -7.73 -0.32
H -0.23 -5.25 -0.25
H 1.53 -4.84 -4.08
H 1.84 -7.32 -4.23
```

=====

Entry 4:
A 3-piece molecular cluster, C3H8N2O overall in a non-equilibrium geometry. Source: OMol25; level of theory: the ωB97M-V functional and the def2-TZVPD basis.

Summary:
E_HOMO (alpha / beta) = -7.17 / -7.45 eV
Energy relative to the best compared isomer or geometry (same formula, charge and spin) = 151.73 kcal per mole
Frontier orbital gap (alpha / beta) = 0.289 / 0.300 Ha
Net charge = 0

```
14
C3H8N2O (the ωB97M-V functional and the def2-TZVPD basis)
C 1.36 0.50 -1.64
C -2.31 -0.68 1.08
C -0.14 -0.14 -0.01
N 0.65 -0.31 1.04
O 2.28 1.26 -0.95
N -1.02 0.08 -0.77
H 1.93 2.14 -0.78
H 0.48 -1.07 1.69
H 1.63 -0.05 1.00
H 0.82 1.01 -2.42
H 1.76 -0.48 -1.90
H -2.09 -1.73 1.29
H -2.20 0.00 1.92
H -3.16 -0.51 0.44
```

=====

Entry 5:
One molecule with the formula C2H3N3 in a non-equilibrium geometry. Source: OMol25; level of theory: the ωB97M-V functional and the def2-TZVPD basis.

Summary:
E_HOMO = -10.27 eV
Energy relative to the best compared isomer or geometry (same formula, charge and spin) = 22.93 kcal per mole
SMILES = c1cn[nH]n1
Frontier orbital gap = 0.421 Ha
Net charge = 0

```
8
C2H3N3 (the ωB97M-V functional and the def2-TZVPD basis)
C -0.53 -0.67 -0.03
C -0.43 0.70 0.03
N 0.81 1.06 0.00
N 1.47 -0.08 -0.02
N 0.68 -1.20 0.06
H -1.38 -1.25 -0.05
H -1.06 1.56 0.10
H 2.49 -0.07 -0.20
```

=====

Entry 6:
One molecule with the formula C21H21ClN4O2. Source: OMol25; level of theory: the ωB97M-V functional and the def2-TZVPD basis.

Summary:
E_HOMO = -8.08 eV
Energy relative to the best compared isomer or geometry (same formula, charge and spin) = 0.00 kcal per mole
SMILES = COc1ccccc1NC(=O)N1CCN(c2ccnc3cc(Cl)ccc23)CC1
Frontier orbital gap = 0.307 Ha
Net charge = 0

```
49
C21H21ClN4O2 (the ωB97M-V functional and the def2-TZVPD basis)
C 3.93 -0.76 5.36
O 2.86 -1.17 4.54
C 3.15 -1.93 3.43
C 4.42 -2.29 3.02
C 4.58 -3.07 1.89
C 3.48 -3.51 1.18
C 2.21 -3.16 1.58
C 2.02 -2.35 2.70
N 0.77 -1.97 3.17
C -0.48 -2.11 2.62
O -1.45 -2.34 3.32
N -0.57 -1.99 1.25
C 0.20 -1.02 0.51
C -0.54 0.33 0.44
N -1.86 0.17 -0.13
C -2.06 0.37 -1.48
C -2.68 -0.55 -2.31
C -2.77 -0.30 -3.68
N -2.30 0.77 -4.27
C -1.78 1.73 -3.49
C -1.35 2.92 -4.12
C -0.91 3.97 -3.37
Cl -0.39 5.43 -4.14
C -0.90 3.91 -1.97
C -1.27 2.75 -1.34
C -1.67 1.61 -2.08
C -2.62 -0.83 0.59
C -1.89 -2.18 0.67
H 3.47 -0.21 6.18
H 4.48 -1.62 5.76
H 4.62 -0.10 4.82
H 5.28 -1.97 3.57
H 5.58 -3.35 1.58
H 3.61 -4.14 0.31
H 1.35 -3.52 1.04
H 0.74 -1.84 4.18
H 0.35 -1.40 -0.51
H 1.18 -0.87 0.97
H -0.64 0.73 1.46
H 0.05 1.02 -0.16
H -3.05 -1.49 -1.93
H -3.22 -1.04 -4.33
H -1.42 2.97 -5.20
H -0.61 4.77 -1.40
H -1.31 2.72 -0.26
H -2.77 -0.47 1.61
H -3.61 -0.95 0.13
H -1.76 -2.61 -0.33
H -2.45 -2.87 1.30
```